ORCA calculation (wB97M-V/def2-TZVPD) on a cluster of 9 separate species, C45H108N6O3 in total.

XYZ file:
```
162
Properties=species:S:1:pos:R:3
C 3.114 1.833 -0.715
C 1.957 2.862 -0.709
N 0.553 2.419 -0.907
C -0.329 3.551 -0.715
C -0.233 4.719 -1.730
C 0.339 1.514 -1.984
C -0.968 0.661 -1.904
H 3.635 1.905 -1.670
H 2.940 0.771 -0.539
H 3.860 2.147 0.015
H 1.946 3.504 0.172
H 2.289 3.591 -1.449
H -1.383 3.271 -0.744
H -0.218 4.023 0.261
H -0.599 5.636 -1.269
H 0.807 4.782 -2.050
H -0.793 4.466 -2.631
H 1.166 0.806 -1.930
H 0.335 2.034 -2.942
H -1.846 1.271 -2.118
H -1.172 0.176 -0.950
H -0.912 -0.244 -2.510
C 3.526 -2.162 6.558
C 2.884 -1.241 5.458
N 1.805 -1.838 4.586
C 2.238 -3.008 3.843
C 1.246 -3.639 2.856
C 1.219 -0.833 3.727
C 0.873 0.352 4.565
H 4.180 -1.680 7.284
H 4.243 -2.762 5.998
H 2.765 -2.828 6.965
H 2.399 -0.614 6.206
H 3.693 -0.751 4.916
H 3.105 -2.593 3.329
H 2.651 -3.820 4.441
H 0.416 -3.948 3.491
H 0.897 -3.033 2.020
H 1.740 -4.467 2.346
H 0.240 -1.215 3.440
H 1.853 -0.643 2.861
H 0.048 0.817 4.025
H 1.748 0.942 4.840
H 0.425 0.074 5.519
C -4.403 0.969 -7.349
C -4.761 1.961 -8.444
N -5.921 2.778 -8.172
C -5.789 4.082 -8.888
C -6.020 3.838 -10.448
C -7.222 2.111 -8.133
C -8.196 3.005 -7.388
H -3.791 0.176 -7.779
H -5.299 0.472 -6.977
H -4.117 1.467 -6.422
H -3.873 2.581 -8.567
H -4.968 1.501 -9.410
H -6.571 4.768 -8.564
H -4.810 4.414 -8.543
H -5.416 3.065 -10.924
H -7.061 3.599 -10.663
H -5.791 4.643 -11.147
H -7.217 1.142 -7.634
H -7.431 1.825 -9.164
H -9.155 2.527 -7.186
H -8.470 3.682 -8.198
H -7.840 3.513 -6.492
C -0.977 -9.098 0.470
C -1.097 -8.769 -1.019
N -2.332 -9.072 -1.716
C -3.460 -8.083 -1.444
C -3.013 -6.689 -1.848
C -2.855 -10.443 -1.632
C -1.881 -11.529 -2.025
H -1.258 -10.140 0.622
H -1.667 -8.472 1.036
H 0.078 -8.997 0.725
H -0.670 -7.765 -1.007
H -0.253 -9.352 -1.387
H -3.797 -8.255 -0.422
H -4.372 -8.312 -1.996
H -2.257 -6.588 -2.628
H -2.593 -6.082 -1.046
H -3.858 -6.223 -2.355
H -3.467 -10.631 -0.750
H -3.600 -10.488 -2.426
H -1.450 -12.032 -1.159
H -2.355 -12.265 -2.675
H -1.003 -11.225 -2.594
C -10.292 -0.017 3.113
C -10.113 0.021 1.580
N -8.715 -0.211 1.216
C -8.638 -0.604 -0.162
C -9.107 0.370 -1.220
C -7.845 0.908 1.576
C -6.428 0.541 1.754
H -10.299 0.999 3.508
H -9.534 -0.659 3.560
H -11.255 -0.394 3.455
H -10.699 -0.841 1.260
H -10.522 0.908 1.095
H -7.602 -0.837 -0.407
H -9.163 -1.515 -0.450
H -10.117 0.705 -0.984
H -8.606 1.327 -1.069
H -8.814 0.138 -2.244
H -8.134 1.110 2.607
H -8.012 1.809 0.986
H -5.842 1.381 2.129
H -5.856 0.406 0.836
H -6.255 -0.361 2.342
C 14.944 -0.338 1.312
C 14.284 0.156 2.597
N 13.195 -0.767 3.016
C 13.486 -1.585 4.199
C 14.566 -2.677 3.956
C 11.990 0.055 3.240
C 11.229 0.137 1.884
H 14.281 -0.160 0.465
H 15.145 -1.408 1.360
H 15.835 0.289 1.290
H 15.029 0.173 3.392
H 14.034 1.205 2.439
H 13.707 -1.046 5.120
H 12.591 -2.145 4.468
H 14.520 -3.454 4.718
H 14.590 -3.208 3.005
H 15.559 -2.225 3.962
H 12.243 1.049 3.609
H 11.388 -0.409 4.021
H 10.399 0.821 2.060
H 10.942 -0.872 1.588
H 11.866 0.635 1.153
C -1.955 11.371 0.584
C -1.449 12.531 -0.275
C -0.252 12.272 -1.071
O -1.998 13.584 -0.126
H -2.141 10.447 0.038
H -2.906 11.545 1.087
H -1.243 11.113 1.369
H -0.420 12.853 -1.977
H -0.101 11.206 -1.239
H 0.623 12.628 -0.527
C 7.465 -4.553 1.184
C 8.271 -4.669 2.440
C 9.731 -5.046 2.272
O 7.793 -4.535 3.570
H 8.045 -4.228 0.321
H 6.584 -3.928 1.331
H 7.029 -5.534 0.996
H 9.847 -5.923 1.634
H 10.080 -5.389 3.246
H 10.357 -4.218 1.941
C -6.520 7.057 3.602
C -5.223 6.343 3.364
C -4.277 5.966 4.543
O -4.868 6.187 2.197
H -6.807 6.452 4.462
H -7.234 6.805 2.817
H -6.538 8.098 3.924
H -3.988 6.926 4.968
H -3.477 5.335 4.156
H -4.831 5.480 5.347
```

Output
* total charge: 0
* Kohn-Sham gap: 8.299 eV
* energy above the lowest of the compared OMol25 structures with the same formula, charge and spin: 60.2 kcal per mole
* highest occupied orbital energy: -7.88 eV
* E: -2333.28422 hartree
* maximum force: 3.361 eV/Å


ORCA calculation (wB97M-V/def2-TZVPD) on a structure of composition C45H112CuN7O15.

XYZ file:
```
180
Properties=species:S:1:pos:R:3
Cu -1.963 -0.272 -2.104
C -0.485 -1.723 0.851
C 0.275 -0.460 0.424
C 1.763 -0.658 0.635
O -0.020 -0.167 -0.899
H -0.204 -2.037 1.860
H -0.198 -2.507 0.143
H -1.565 -1.634 0.731
H 0.006 0.394 1.081
H 2.113 -1.589 0.168
H 2.066 -0.694 1.688
H 2.410 0.093 0.169
C -2.239 0.072 3.811
O -2.633 -1.218 4.224
C -2.189 -1.533 5.542
C -0.753 -2.050 5.587
N -0.504 -3.268 4.795
C -0.329 -2.995 3.360
C 0.452 -4.102 2.683
O -0.439 -5.092 2.210
C 0.211 -6.226 1.713
H -2.704 0.269 2.845
H -1.151 0.110 3.729
H -2.610 0.861 4.474
H -2.835 -2.353 5.866
H -2.343 -0.650 6.169
H -0.610 -2.258 6.654
H -0.007 -1.322 5.264
H -1.365 -3.798 4.909
H 0.187 -2.049 3.193
H -1.293 -2.994 2.843
H 1.172 -4.512 3.404
H 1.054 -3.716 1.848
H -0.571 -6.948 1.457
H 0.812 -6.741 2.472
H 0.788 -6.031 0.802
C -3.763 0.027 -7.095
O -2.725 0.618 -6.353
C -1.500 -0.045 -6.556
C -0.418 0.098 -5.486
N -0.564 -0.543 -4.170
C -0.561 -1.995 -4.309
C -0.814 -2.766 -3.005
O -2.098 -2.605 -2.419
C -2.454 -3.644 -1.492
H -3.649 0.166 -8.178
H -4.695 0.492 -6.777
H -3.834 -1.061 -6.977
H -1.063 0.399 -7.458
H -1.600 -1.110 -6.785
H -0.329 1.174 -5.277
H 0.575 -0.078 -5.919
H 0.212 -0.231 -3.586
H 0.328 -2.447 -4.765
H -1.397 -2.277 -4.961
H -0.043 -2.424 -2.303
H -0.613 -3.815 -3.246
H -3.456 -3.320 -1.209
H -1.776 -3.582 -0.643
H -2.471 -4.617 -1.983
C 5.135 -6.886 0.435
O 4.684 -5.546 0.334
C 3.884 -5.136 1.422
C 3.683 -3.619 1.327
N 4.964 -2.951 1.167
C 4.838 -1.547 0.811
C 6.219 -0.898 0.768
O 6.871 -1.330 -0.401
C 7.865 -0.467 -0.898
H 5.226 -7.272 -0.576
H 4.375 -7.506 0.933
H 6.013 -6.919 1.085
H 4.295 -5.447 2.389
H 2.905 -5.624 1.306
H 3.137 -3.325 2.226
H 3.039 -3.446 0.455
H 5.486 -3.477 0.475
H 4.302 -1.112 1.661
H 4.318 -1.341 -0.130
H 6.796 -1.020 1.690
H 6.022 0.187 0.700
H 8.463 -1.063 -1.584
H 8.489 0.033 -0.152
H 7.413 0.355 -1.469
C -1.853 2.867 0.456
O -2.900 3.378 1.261
C -2.869 2.777 2.550
C -4.204 3.116 3.224
N -5.409 2.411 2.834
C -5.792 2.583 1.430
C -7.070 1.826 1.096
O -7.742 2.289 -0.055
C -8.502 3.457 0.167
H -1.956 1.809 0.197
H -0.854 2.927 0.899
H -1.854 3.423 -0.481
H -2.057 3.218 3.141
H -2.721 1.690 2.541
H -4.362 4.196 3.243
H -4.060 2.828 4.276
H -5.260 1.434 3.065
H -5.004 2.178 0.792
H -5.969 3.637 1.209
H -7.759 1.789 1.947
H -6.744 0.802 0.888
H -7.961 4.397 0.042
H -8.949 3.506 1.168
H -9.346 3.380 -0.518
C 0.060 4.116 3.518
O 0.017 2.706 3.325
C 0.318 2.193 2.046
C 1.811 2.248 1.771
N 2.565 1.485 2.762
C 3.999 1.730 2.712
C 4.703 0.946 3.797
O 4.464 1.500 5.067
C 5.244 0.877 6.051
H 1.015 4.357 3.986
H -0.783 4.417 4.137
H -0.051 4.604 2.544
H -0.201 2.700 1.222
H -0.028 1.158 2.070
H 2.105 3.306 1.737
H 1.907 1.817 0.769
H 2.153 1.767 3.648
H 4.293 2.776 2.903
H 4.337 1.509 1.699
H 5.762 0.956 3.499
H 4.368 -0.098 3.803
H 4.956 1.209 7.047
H 6.301 1.116 5.872
H 5.147 -0.216 6.066
C 1.165 4.458 -0.734
O 2.434 4.129 -1.259
C 2.557 2.726 -1.481
C 1.867 2.290 -2.746
N 1.805 0.840 -2.942
C 3.083 0.161 -3.067
C 2.863 -1.278 -3.543
O 4.120 -1.892 -3.819
C 4.910 -2.104 -2.676
H 0.354 3.989 -1.293
H 1.010 5.535 -0.703
H 1.131 4.117 0.308
H 2.221 2.149 -0.613
H 3.628 2.519 -1.539
H 2.281 2.769 -3.636
H 0.810 2.580 -2.733
H 1.259 0.453 -2.157
H 3.582 0.052 -2.088
H 3.826 0.675 -3.680
H 2.342 -1.309 -4.496
H 2.415 -1.844 -2.717
H 4.317 -2.524 -1.850
H 5.336 -1.181 -2.278
H 5.665 -2.829 -2.970
C -4.406 -0.617 0.236
O -3.996 -0.226 -1.053
C -4.990 0.486 -1.768
C -4.548 0.593 -3.205
N -3.278 1.306 -3.333
C -3.417 2.737 -3.021
C -2.240 3.456 -3.652
O -2.445 4.842 -3.398
C -1.290 5.594 -3.663
H -5.354 -1.163 0.295
H -4.412 0.237 0.915
H -3.693 -1.356 0.607
H -5.135 1.479 -1.328
H -5.945 -0.047 -1.708
H -5.365 1.147 -3.696
H -4.561 -0.419 -3.615
H -3.006 1.211 -4.301
H -3.516 2.878 -1.948
H -4.298 3.150 -3.533
H -2.216 3.290 -4.733
H -1.283 3.148 -3.215
H -0.935 5.426 -4.686
H -0.446 5.359 -3.004
H -1.478 6.657 -3.527
```

Output
* total charge: 0
* Kohn-Sham gap: 7.762 eV
* energy above the lowest of the compared OMol25 structures with the same formula, charge and spin: 48.8 kcal per mole
* highest occupied orbital energy: -7.14 eV
* E: -4933.57209 hartree
* maximum force: 8.216 eV/Å